Version one
A 4-piece molecular cluster, C8H24O4 overall. Source: the OMol25 dataset; level of theory: ωB97M-V/def2-TZVPD.

Lowest unoccupied orbital energy ... 0.76 eV
SMILES ... CCO.CCO.CCO.CCO
Total charge ... 0
Highest occupied orbital energy ... -9.902 eV

Cartesian coordinates (Å):
C: -2.05368 -1.73468 -5.73347
C: -0.64670 -1.76113 -5.13160
O: -0.25559 -3.06758 -4.67289
H: -2.25878 -0.69551 -5.99069
H: -2.86395 -2.15903 -5.14059
H: -2.17260 -2.18884 -6.71718
H: -0.44249 -1.01038 -4.36820
H: 0.09191 -1.57474 -5.91123
H: -0.84190 -3.43992 -4.01016
C: 3.51038 -1.14404 2.54933
C: 2.76529 0.11315 1.90060
O: 2.64890 -0.26210 0.61182
H: 3.47513 -1.12713 3.63863
H: 4.38238 -1.50636 2.00486
H: 2.95592 -2.08248 2.54727
H: 3.41879 0.96783 2.07537
H: 1.74750 0.18262 2.28449
H: 3.53154 -0.30958 0.23726
C: -0.68608 0.65072 -1.78615
C: -0.69310 -0.43333 -0.66973
O: -1.64485 -0.00696 0.28340
H: -1.64033 0.59504 -2.30999
H: 0.02099 0.35536 -2.56134
H: -0.39233 1.66477 -1.51503
H: 0.25613 -0.66279 -0.18556
H: -0.98863 -1.38827 -1.10428
H: -1.21370 0.78626 0.60977
C: -1.47084 3.19563 4.46595
C: -1.06166 1.85437 3.91356
O: 0.05812 1.40132 4.60124
H: -1.50967 3.17005 5.55495
H: -2.37171 3.41140 3.89150
H: -0.81702 4.05782 4.33467
H: -0.85837 1.99145 2.85150
H: -1.77698 1.03382 3.96943
H: -0.20204 1.12312 5.48245

=====

Version two
A 4-piece molecular cluster, C8H24O4 overall. Source: the OMol25 dataset; level of theory: ωB97M-V/def2-TZVPD.

Lowest unoccupied orbital energy ... 0.58 eV
SMILES ... CCO.CCO.CCO.CCO
Total charge ... 0
Highest occupied orbital energy ... -9.746 eV

Cartesian coordinates (Å):
C: 1.82140 3.25018 -0.76067
C: 0.94753 2.90236 0.44171
O: -0.08642 3.92334 0.72662
H: 2.50606 2.47032 -1.09408
H: 2.43536 4.12065 -0.52951
H: 1.13735 3.56048 -1.55054
H: 1.57547 2.52614 1.24933
H: 0.33010 2.06923 0.10592
H: -0.03677 4.14682 1.65893
C: -0.80452 -0.42155 -2.26813
C: -1.72334 0.73173 -1.89086
O: -2.04813 0.62837 -0.62233
H: 0.08141 -0.55974 -1.64836
H: -0.45067 -0.26352 -3.28692
H: -1.38413 -1.34419 -2.29782
H: -2.59055 0.75680 -2.55071
H: -1.24673 1.70230 -2.02851
H: -1.21043 0.72576 -0.16365
C: 3.61752 -0.91263 -0.53562
C: 4.19260 -1.91916 0.37005
O: 4.62517 -3.07220 -0.45750
H: 4.35921 -0.73990 -1.31547
H: 3.56801 0.05268 -0.03182
H: 2.70254 -1.23653 -1.03161
H: 3.63390 -2.10378 1.28758
H: 5.15240 -1.66235 0.81828
H: 4.06131 -3.84316 -0.36110
C: -4.22526 -2.17967 2.79217
C: -4.00182 -1.65709 1.37828
O: -2.87941 -0.82341 1.61120
H: -4.73949 -3.12251 2.97842
H: -4.62429 -1.41422 3.45773
H: -3.27266 -2.50217 3.21247
H: -4.79082 -1.03085 0.96187
H: -3.90872 -2.40177 0.58777
H: -2.72322 -0.35678 0.78690

=====

Energy above the most stable structure, in kJ/mol: version one 35.5; version two 0.0

=====

Version one
An isolated ion of composition C5H11OS and charge +1. Source: the OMol25 dataset; level of theory: ωB97M-V/def2-TZVPD.

Lowest unoccupied orbital energy ... -4.32 eV
Total charge ... +1
Highest occupied orbital energy ... -14.571 eV

Cartesian coordinates (Å):
C: -1.77760 0.23377 -0.73250
C: -1.48155 1.07961 0.38784
C: 0.17111 -0.50388 -1.55292
C: -0.34766 0.38357 1.14878
C: 2.06801 -1.05652 0.62645
O: 1.63484 1.34100 -0.33718
S: 0.93594 0.12240 -0.14309
H: -1.99825 -0.80808 -0.32540
H: -2.24451 0.58134 -1.60033
H: -1.17025 2.12658 -0.05940
H: -2.39451 1.38609 1.01719
H: 0.03704 -1.55781 -1.63601
H: 0.31230 -0.01005 -2.52177
H: -0.03326 0.94414 2.00008
H: -0.71113 -0.68261 1.17191
H: 2.39463 -0.38849 1.47194
H: 2.97693 -1.33575 0.04038
H: 1.62791 -1.85533 1.04404

=====

Version two
A 2-piece molecular cluster, C5H11OS overall. Source: the OMol25 dataset; level of theory: ωB97M-V/def2-TZVPD.

Lowest unoccupied orbital energy (alpha / beta) ... -4.15 / -5.79 eV
Total charge ... +1
Highest occupied orbital energy (alpha / beta) ... -13.140 / -14.630 eV

Cartesian coordinates (Å):
C: 2.44014 0.14026 1.30349
C: 1.64997 -0.93359 1.01658
C: -0.21062 0.24681 -2.14188
C: -2.13249 0.38688 -0.02955
C: 0.40717 -0.91199 0.39680
O: 0.18851 1.72664 0.04097
S: -0.35967 0.47009 -0.35401
H: 3.40418 -0.00290 1.75630
H: 2.13306 1.15093 1.09207
H: 1.99798 -1.92100 1.29659
H: 0.83536 0.08247 -2.38521
H: -0.55148 1.16356 -2.61754
H: -0.80839 -0.60335 -2.45073
H: -2.30312 0.76944 0.97714
H: -2.46747 -0.64488 -0.10439
H: -2.65400 1.00950 -0.75663
H: -0.13320 -1.82411 0.20755
H: -1.43592 -0.30478 2.75246

=====

Energy above the most stable structure, in kJ/mol: version one 0.0; version two 158.1

=====

Version one
C42H49As3F15GeIrN4OPS as an isolated structure. Source: the OMol25 dataset; level of theory: ωB97M-V/def2-TZVPD.

Lowest unoccupied orbital energy (alpha / beta) ... -8.39 / -8.29 eV
2S+1 ... 2
Total charge ... +2
Highest occupied orbital energy (alpha / beta) ... -12.738 / -12.738 eV
Expectation value of S² ... 0.77

Cartesian coordinates (Å):
Ir: 0.66106 0.05195 0.16717
C: -2.10087 0.52780 3.06502
As: -0.17370 0.25960 2.81583
C: 0.45285 1.67189 4.01961
C: 0.00324 -1.42264 3.88113
C: 0.42011 -2.71214 3.14941
C: 1.82715 -2.57762 2.58203
C: -0.57552 -3.04324 2.02484
As: -0.31113 -2.23837 0.22416
C: 0.70994 -3.60958 -0.73722
C: -2.12955 -2.59700 -0.41184
C: 0.35490 -3.80530 4.23961
As: 1.46567 -5.50438 4.31503
C: 3.12710 -4.83121 5.13316
C: 2.14855 -5.98978 2.51680
H: -2.33439 0.49042 4.13054
H: -2.67318 -0.23359 2.53868
H: -2.38680 1.50682 2.68723
H: 0.46381 1.32859 5.05550
H: -0.22404 2.52170 3.93356
H: 1.45105 1.99526 3.73640
H: -0.97042 -1.58492 4.35775
H: 0.72633 -1.19248 4.66444
H: 1.91413 -1.64152 2.02351
H: 2.03550 -3.40733 1.91139
H: 2.55648 -2.56584 3.38621
H: -1.58417 -2.75703 2.34543
H: -0.59186 -4.12631 1.84757
H: 0.54481 -4.59931 -0.30810
H: 1.77233 -3.37172 -0.71740
H: 0.38658 -3.61033 -1.77712
H: -2.38260 -3.64841 -0.25178
H: -2.22784 -2.36952 -1.47191
H: -2.83950 -1.97303 0.13381
H: -0.68346 -4.13037 4.35235
H: 0.63469 -3.36374 5.20007
H: 2.88578 -4.26488 6.03094
H: 3.71175 -4.21287 4.45450
H: 3.74184 -5.67918 5.42823
H: 1.36159 -5.97869 1.76626
H: 2.52760 -7.00970 2.58232
H: 2.97130 -5.34555 2.21376
F: 4.17959 -1.71844 -0.94099
C: 4.79413 -2.59356 -0.12669
C: 5.05795 -2.17759 1.16297
C: 5.61329 -3.10203 2.02902
F: 5.79228 -2.77062 3.31465
C: 5.93828 -4.39035 1.61603
F: 6.44387 -5.26320 2.47838
C: 5.70745 -4.76684 0.29210
F: 5.99267 -5.99421 -0.10714
C: 5.11898 -3.85859 -0.58679
F: 4.83515 -4.20480 -1.84276
Ge: 4.72362 -0.25394 1.59935
S: 2.86607 0.70800 0.91606
C: 5.09638 -0.09056 3.54050
C: 6.41924 -0.01346 3.93165
F: 7.34695 -0.04476 2.96497
C: 6.79089 0.06626 5.26692
F: 8.06708 0.14151 5.60665
C: 5.79798 0.04955 6.24966
F: 6.12690 0.11607 7.52786
C: 4.45909 -0.03993 5.87318
F: 3.48913 -0.07458 6.78556
C: 4.13437 -0.09637 4.52481
F: 2.83803 -0.17768 4.15005
C: 6.02311 0.92843 0.69320
C: 6.06262 2.22099 1.18340
F: 5.24424 2.50293 2.21295
C: 6.88901 3.19199 0.64418
F: 6.88674 4.42644 1.12502
C: 7.69772 2.85343 -0.44142
F: 8.47296 3.76961 -0.99558
C: 7.66275 1.56002 -0.96323
F: 8.39438 1.25103 -2.02598
C: 6.82622 0.61570 -0.38138
F: 6.76050 -0.63016 -0.87505
C: -0.96700 -2.00390 -4.22769
N: 0.35998 -1.62806 -4.65660
C: 0.55632 -1.70852 -6.08679
P: 1.25499 -0.56540 -3.70552
O: 0.82437 -0.66023 -2.28603
N: 2.84121 -0.93868 -4.04235
C: 3.30957 -2.25649 -4.40716
C: 3.84306 -0.01751 -3.54027
N: 1.11778 1.01764 -4.26999
C: -0.00862 1.80662 -3.83414
C: 1.66454 1.42770 -5.54102
H: -1.09875 -3.08535 -4.33410
H: -1.73815 -1.50478 -4.82396
H: -1.08520 -1.72303 -3.18215
H: 0.45067 -2.74774 -6.40627
H: 1.54876 -1.36034 -6.35161
H: -0.18685 -1.11511 -6.62706
H: 2.46903 -2.89628 -4.66228
H: 3.85364 -2.72035 -3.58232
H: 3.98335 -2.18691 -5.26540
H: 3.38892 0.63988 -2.79798
H: 4.26795 0.58629 -4.34697
H: 4.65852 -0.56476 -3.06913
H: -0.39861 1.39575 -2.90646
H: -0.80356 1.83115 -4.58437
H: 0.31485 2.83259 -3.65274
H: 2.48114 0.77418 -5.83028
H: 2.04931 2.44665 -5.45487
H: 0.90642 1.42003 -6.33015
N: 0.63047 7.39072 -0.09353
C: 0.52154 6.25287 -0.14912
C: 0.39427 4.84452 -0.22307
C: -0.67920 4.20653 0.39693
C: -0.79205 2.83024 0.31932
C: 0.16562 2.07621 -0.35111
C: 1.20213 2.73069 -1.01693
C: 1.32586 4.10537 -0.95134
H: -1.41685 4.78885 0.92767
H: -1.65116 2.35118 0.77137
H: 1.92386 2.16763 -1.59214
H: 2.13198 4.61184 -1.46151

=====

Version two
C42H49As3F15GeIrN4OPS as an isolated structure. Source: the OMol25 dataset; level of theory: ωB97M-V/def2-TZVPD.

Lowest unoccupied orbital energy (alpha / beta) ... -6.26 / -8.41 eV
2S+1 ... 2
Total charge ... +2
Highest occupied orbital energy (alpha / beta) ... -12.831 / -12.831 eV
Expectation value of S² ... 0.76

Cartesian coordinates (Å):
Ir: 0.91711 0.01568 0.07462
C: 4.37113 -0.55655 -1.63052
As: 3.36337 0.07241 -0.12257
C: 4.10772 -1.01636 1.30167
C: 4.15926 1.79022 0.30336
C: 3.70307 3.02514 -0.49425
C: 3.60489 2.72044 -1.99005
C: 2.34752 3.48771 0.04713
As: 0.78295 2.36695 -0.22509
C: -0.37769 3.11090 1.12101
C: 0.09096 2.95915 -1.92037
C: 4.76293 4.11816 -0.23286
As: 4.66635 6.04331 -0.74783
C: 3.52758 6.10967 -2.34490
C: 3.34125 6.70186 0.54239
H: 4.13437 -0.02679 -2.54753
H: 4.19400 -1.61636 -1.76257
H: 5.40583 -0.38210 -1.33661
H: 5.00265 -0.52898 1.68841
H: 4.36993 -1.99226 0.89425
H: 3.38590 -1.15090 2.10118
H: 5.23922 1.63965 0.20714
H: 3.96768 1.95838 1.35616
H: 2.91280 1.89579 -2.19931
H: 4.58005 2.44401 -2.39439
H: 3.25185 3.58356 -2.54551
H: 2.04963 4.41033 -0.45354
H: 2.39623 3.69296 1.11928
H: -0.42754 4.19230 0.98620
H: 0.03365 2.87230 2.09960
H: -1.36870 2.68508 1.03822
H: -0.17911 4.00480 -1.77231
H: -0.78416 2.37942 -2.19471
H: 0.84532 2.86305 -2.69742
H: 5.70741 3.77586 -0.66478
H: 4.93497 4.19240 0.84662
H: 4.01657 5.61338 -3.18131
H: 3.43465 7.16709 -2.59182
H: 2.52312 5.70653 -2.20915
H: 3.64814 6.42696 1.55126
H: 2.32327 6.35852 0.36677
H: 3.34773 7.78897 0.47451
F: -5.30222 -0.43071 -3.01252
C: -4.90878 0.83646 -2.85639
C: -4.04101 1.19925 -1.83446
C: -3.66317 2.53069 -1.80127
F: -2.81359 2.94897 -0.84543
C: -4.11626 3.47615 -2.69584
F: -3.71329 4.73870 -2.61917
C: -4.99931 3.08151 -3.69125
F: -5.44605 3.96444 -4.56431
C: -5.39688 1.75629 -3.77314
F: -6.22428 1.37518 -4.73300
Ge: -3.36008 -0.02346 -0.48282
S: -1.13539 -0.09677 -1.00590
C: -3.84544 0.45610 1.33046
C: -4.52114 1.60489 1.72909
F: -4.81126 2.57825 0.86793
C: -4.95285 1.78994 3.03368
F: -5.59271 2.89618 3.37904
C: -4.72257 0.80278 3.98005
F: -5.12667 0.96922 5.22398
C: -4.07545 -0.36801 3.61186
F: -3.86940 -1.32439 4.50728
C: -3.65936 -0.51575 2.30534
F: -3.07142 -1.68511 1.97725
C: -4.16998 -1.76127 -0.73083
C: -3.51450 -2.91465 -1.08945
F: -2.18032 -2.89696 -1.26679
C: -4.17042 -4.11709 -1.27331
F: -3.49259 -5.21136 -1.62336
C: -5.54300 -4.17535 -1.08610
F: -6.18587 -5.31485 -1.25951
C: -6.23961 -3.03066 -0.71616
F: -7.54760 -3.08023 -0.53643
C: -5.54225 -1.84825 -0.54962
F: -6.23812 -0.75210 -0.22641
C: 0.40731 -2.99993 -3.10393
N: 0.62098 -3.91261 -1.98439
C: 0.61274 -5.32381 -2.36632
P: 1.05704 -3.46119 -0.48458
O: 1.41826 -1.96354 -0.53625
N: -0.10064 -3.78220 0.62051
C: -1.15845 -4.77231 0.43921
C: 0.06359 -3.35984 2.00826
N: 2.37283 -4.32900 -0.02988
C: 3.56005 -4.26519 -0.87309
C: 2.33683 -5.51642 0.81908
H: -0.54903 -3.20085 -3.58313
H: 1.19871 -3.13538 -3.84393
H: 0.41238 -1.96994 -2.76382
H: -0.37970 -5.61750 -2.71348
H: 0.88073 -5.95886 -1.52454
H: 1.32626 -5.50188 -3.17334
H: -1.32547 -4.97433 -0.61336
H: -2.08762 -4.38451 0.86068
H: -0.91614 -5.70753 0.95125
H: 0.87201 -2.63780 2.10601
H: 0.28767 -4.21147 2.65622
H: -0.85786 -2.90163 2.36119
H: 3.52970 -3.37488 -1.49411
H: 3.62418 -5.13362 -1.53441
H: 4.46161 -4.24234 -0.25930
H: 1.42268 -5.54780 1.40037
H: 3.17958 -5.50320 1.51079
H: 2.40408 -6.43101 0.22412
N: 0.24307 0.60625 7.33302
C: 0.35952 0.56563 6.19313
C: 0.51039 0.51498 4.76112
C: -0.46680 -0.08856 3.98224
C: -0.31655 -0.14996 2.60198
C: 0.82468 0.37613 2.00307
C: 1.78730 1.01168 2.78175
C: 1.63582 1.07044 4.16202
H: -1.34196 -0.51591 4.45683
H: -1.07534 -0.63014 1.99838
H: 2.65525 1.45489 2.34066
H: 2.38924 1.54452 4.77708

=====

Energy above the most stable structure, in kJ/mol: version one 315.7; version two 0.0

=====

Version one
One molecule with the formula C16H22O3. Source: the OMol25 dataset; level of theory: ωB97M-V/def2-TZVPD.

Lowest unoccupied orbital energy ... 0.76 eV
SMILES ... CCCCOc1ccc(C2(C(=O)O)CCCC2)cc1
Total charge ... 0
Highest occupied orbital energy ... -8.320 eV

Cartesian coordinates (Å):
C: -7.25025 -0.25511 -0.05110
C: -5.85572 -0.86738 -0.09239
C: -4.77130 0.20085 0.01292
C: -3.37267 -0.40458 -0.03172
O: -2.44122 0.65292 0.06718
C: -1.11350 0.36400 0.03673
C: -0.56916 -0.90844 -0.07516
C: 0.80655 -1.07901 -0.09392
C: 1.67274 -0.00212 0.00317
C: 1.11570 1.27249 0.09765
C: -0.24771 1.45650 0.11811
H: -0.67495 2.44412 0.19281
H: 1.75805 2.13890 0.14642
C: 3.18190 -0.14780 -0.03548
C: 3.54900 -1.62249 -0.11257
O: 3.90466 -2.20562 -1.10242
O: 3.43515 -2.25206 1.06556
H: 3.66893 -3.18831 0.96318
C: 3.86604 0.48581 1.19850
C: 5.19287 1.00879 0.65945
H: 5.65250 1.74056 1.32256
C: 4.79885 1.59882 -0.69097
H: 5.65195 1.73500 -1.35369
H: 4.32661 2.57136 -0.54103
C: 3.78698 0.59707 -1.25432
H: 3.01128 1.08750 -1.84021
H: 4.27979 -0.13128 -1.89883
H: 5.89166 0.18276 0.51553
H: 3.98418 -0.23256 2.00664
H: 3.26239 1.31435 1.56809
H: 1.18882 -2.08299 -0.19669
H: -1.20077 -1.77931 -0.15287
H: -3.23919 -1.10798 0.80261
H: -3.22866 -0.95053 -0.97497
H: -4.88172 0.75409 0.94706
H: -4.86824 0.91287 -0.80836
H: -5.74559 -1.57724 0.73064
H: -5.72904 -1.42060 -1.02583
H: -8.00985 -1.02941 -0.12650
H: -7.40163 0.28555 0.88029
H: -7.38538 0.44051 -0.87605

=====

Version two
One molecule with the formula C16H22O3. Source: the OMol25 dataset; level of theory: ωB97M-V/def2-TZVPD.

Lowest unoccupied orbital energy ... 0.80 eV
SMILES ... CCCCC[C@H]1C[C@@H](COc2ccccc2)OC1=O
Total charge ... 0
Highest occupied orbital energy ... -8.730 eV

Cartesian coordinates (Å):
C: 6.71687 0.33117 -0.72577
C: 5.23246 0.00117 -0.62421
C: 4.76053 -0.01817 0.82831
C: 3.32179 -0.50682 0.99428
C: 2.29100 0.46934 0.43052
C: 0.85799 -0.01999 0.64396
C: 0.48124 -1.18907 -0.26174
O: 1.15800 -2.12241 -0.57646
O: -0.78586 -1.04656 -0.68651
C: -1.38799 0.13847 -0.16859
C: -2.28698 0.76411 -1.25076
O: -3.47151 1.30112 -0.72582
C: -4.47713 0.45192 -0.33996
C: -4.43397 -0.93467 -0.42334
C: -5.52746 -1.67924 -0.00954
C: -6.65907 -1.06243 0.48936
C: -6.69906 0.32059 0.57550
C: -5.61865 1.07383 0.16528
H: -5.63158 2.15084 0.22144
H: -7.57730 0.81455 0.96357
H: -7.50392 -1.65259 0.80978
H: -5.48443 -2.75604 -0.08019
H: -3.56454 -1.44927 -0.80151
H: -2.49403 0.00535 -2.01523
H: -1.78128 1.60736 -1.72857
C: -0.22164 1.00932 0.30911
H: -0.50306 1.63337 1.15359
H: 0.12326 1.65262 -0.50330
H: -2.02155 -0.15232 0.68185
H: 0.74544 -0.37191 1.67663
H: 2.45994 0.60811 -0.63830
H: 2.40337 1.43994 0.92121
H: 3.20487 -1.47062 0.49853
H: 3.12140 -0.65033 2.05938
H: 4.85799 0.98340 1.25555
H: 5.41617 -0.68265 1.39595
H: 4.66549 0.74225 -1.19013
H: 5.04512 -0.97617 -1.07332
H: 7.03576 0.34856 -1.76536
H: 6.92198 1.30583 -0.28754
H: 7.31033 -0.41201 -0.19766

=====

Energy above the most stable structure, in kJ/mol: version one 0.0; version two 29.9